C28H50FN7O2PRuSi as an isolated structure in a non-equilibrium geometry, computed with the ωB97M-V functional and the def2-TZVPD basis.

Each line ends with the Mulliken charge.
Geometry (Å):
Ru (-0.63450, 1.84947, 0.10021)  -0.645
C (2.89210, 4.37994, 0.07926)  -1.522
C (1.49251, 3.84817, 0.12922)  0.150
N (1.28223, 2.47063, 0.05367)  0.579
O (2.38488, 1.78901, 0.48249)  -0.590
C (0.36097, 4.59158, 0.25949)  0.175
C (0.31580, 6.08292, 0.33808)  -1.661
N (-0.81710, 3.85990, 0.37060)  0.897
O (-1.95464, 4.46202, 0.32916)  -0.665
H (3.40365, 4.21898, 1.03093)  0.243
H (2.88801, 5.44582, -0.13536)  0.425
H (3.46484, 3.85621, -0.68663)  0.321
H (2.11656, 0.84308, 0.47023)  0.053
H (0.97071, 6.54824, -0.39619)  0.425
H (0.61930, 6.41792, 1.33226)  0.283
H (-0.70929, 6.40736, 0.17406)  0.408
C (-2.23952, 2.52027, -2.35172)  -0.897
Si (-3.32765, 1.44935, -1.20876)  0.220
C (-5.11293, 1.99178, -1.50109)  -1.398
C (-3.19637, -0.33845, -1.81784)  -0.585
N (-2.61410, 1.56131, 0.36701)  0.869
C (-3.15292, 1.71740, 1.60784)  0.542
C (-4.53510, 1.67448, 1.88400)  -0.697
C (-5.03813, 1.84714, 3.15893)  -0.853
C (-4.19617, 2.06677, 4.24091)  -0.461
C (-2.82631, 2.09092, 4.02118)  -0.917
C (-2.34865, 1.90976, 2.74706)  0.700
F (-0.97840, 1.91741, 2.59028)  -0.064
H (-2.47325, 2.34348, -3.40349)  0.497
H (-1.16816, 2.29961, -2.22175)  0.137
H (-2.38915, 3.57821, -2.13333)  0.271
H (-5.26920, 2.10556, -2.57636)  0.399
H (-5.34160, 2.94744, -1.02514)  0.369
H (-5.82783, 1.24720, -1.14441)  0.371
H (-3.43271, -0.39893, -2.88407)  0.411
H (-3.88698, -0.99562, -1.28281)  0.364
H (-2.18427, -0.71177, -1.65733)  -0.259
H (-5.21169, 1.50568, 1.05633)  0.280
H (-6.10945, 1.80705, 3.31323)  0.403
H (-4.59697, 2.21875, 5.23326)  0.383
H (-2.12529, 2.24915, 4.83042)  0.434
N (-0.21795, -0.05085, -0.04966)  0.474
P (0.76857, -1.21411, -0.26922)  -1.196
N (0.07557, -2.67673, 0.11023)  1.027
C (-1.20598, -2.73395, 0.82320)  -0.395
C (-1.09400, -3.67497, 2.01504)  -0.922
C (-0.79005, -5.11001, 1.54044)  -0.548
C (-0.09837, -5.10573, 0.16773)  -1.220
C (0.84570, -3.91717, 0.04862)  -0.089
N (1.33939, -1.46497, -1.85476)  0.571
C (0.26419, -1.87433, -2.77580)  -0.277
C (0.86793, -2.33596, -4.09609)  -1.105
C (1.64237, -1.18657, -4.73607)  -0.763
C (2.69236, -0.66769, -3.75661)  -0.958
C (2.06693, -0.31423, -2.41041)  -0.231
N (2.21325, -1.01030, 0.58636)  0.587
C (3.49325, -1.65071, 0.25737)  -0.715
C (4.06113, -2.42820, 1.44001)  -0.825
C (4.30774, -1.49905, 2.64283)  -0.753
C (3.31947, -0.32070, 2.65298)  -0.813
C (1.99773, -0.73190, 2.02168)  -0.170
H (-1.99954, -3.09105, 0.15487)  0.298
H (-1.46843, -1.72121, 1.12588)  0.242
H (-2.01805, -3.64549, 2.59378)  0.450
H (-0.29493, -3.31554, 2.66915)  0.132
H (-1.71307, -5.68871, 1.47291)  0.366
H (-0.15336, -5.61333, 2.27120)  0.341
H (-0.84489, -5.04157, -0.62712)  0.362
H (0.45725, -6.03194, 0.01614)  0.421
H (1.39709, -3.94805, -0.89491)  0.429
H (1.58159, -3.97414, 0.86268)  -0.272
H (-0.41233, -1.02670, -2.96393)  -0.003
H (-0.31811, -2.67058, -2.31383)  0.536
H (0.07324, -2.68673, -4.75796)  0.388
H (1.54305, -3.17344, -3.89923)  0.321
H (0.94480, -0.37970, -4.98251)  0.295
H (2.11515, -1.50790, -5.66617)  0.437
H (3.18232, 0.22314, -4.15584)  0.387
H (3.45911, -1.43187, -3.60081)  0.338
H (1.38559, 0.54201, -2.52959)  -0.088
H (2.85484, -0.02302, -1.71740)  0.317
H (4.21822, -0.87546, -0.02262)  0.444
H (3.35398, -2.29858, -0.60810)  0.402
H (4.99211, -2.90688, 1.13348)  0.520
H (3.36703, -3.22332, 1.71789)  0.086
H (5.32912, -1.11492, 2.61320)  0.332
H (4.20902, -2.07522, 3.56464)  0.328
H (3.72304, 0.52030, 2.08436)  0.175
H (3.14956, 0.02485, 3.67280)  0.550
H (1.25166, 0.05910, 2.11051)  0.179
H (1.59253, -1.61112, 2.54479)  0.217

Forces on the atoms, in the same order (eV/Å):
Ru -0.795 -2.231 0.375
C -0.129 -0.175 0.129
C 0.044 0.470 -0.094
N 0.460 0.540 0.311
O -0.192 0.095 -0.333
C 0.656 0.302 -0.084
C -0.140 -0.095 0.038
N -0.575 -0.048 -0.140
O 0.226 0.340 0.051
H 0.052 0.040 -0.022
H 0.021 -0.011 -0.008
H 0.039 0.070 -0.028
H 0.244 -0.049 -0.291
H 0.020 -0.019 -0.003
H 0.015 0.025 -0.007
H 0.026 0.033 -0.014
C -0.188 -0.197 0.344
Si 0.052 -0.276 -0.702
C 0.180 0.026 0.327
C -0.070 0.267 0.111
N 0.217 0.322 -0.516
C -0.135 -0.054 0.503
C 0.171 0.001 -0.163
C -0.081 -0.005 0.110
C -0.039 0.003 -0.055
C -0.025 -0.003 0.048
C -0.073 -0.037 -0.085
F -0.115 -0.013 -0.019
H -0.013 -0.081 -0.009
H 0.008 0.049 -0.173
H 0.037 0.015 0.029
H 0.058 -0.014 -0.016
H -0.002 0.001 -0.011
H -0.006 0.019 0.012
H -0.013 -0.007 0.000
H -0.008 0.021 0.019
H -0.022 0.018 0.036
H -0.007 0.014 0.040
H 0.006 0.018 -0.020
H 0.023 -0.021 0.011
H 0.031 -0.003 -0.033
N 0.196 0.791 0.112
P 0.123 -0.404 -0.618
N 0.021 0.390 0.095
C -0.058 -0.031 0.081
C 0.003 -0.044 -0.095
C 0.010 0.041 -0.052
C -0.001 0.033 0.109
C -0.005 -0.070 -0.046
N -0.335 0.190 0.521
C 0.121 -0.090 -0.162
C -0.034 0.167 0.043
C 0.089 -0.120 0.081
C -0.136 0.057 0.016
C 0.153 -0.077 -0.095
N -0.371 0.056 0.131
C 0.149 -0.086 0.001
C -0.017 0.168 0.047
C -0.025 -0.006 -0.070
C 0.030 -0.178 -0.032
C 0.092 -0.146 0.238
H 0.008 0.060 -0.026
H -0.027 -0.032 -0.023
H 0.014 0.003 0.020
H -0.008 0.024 0.007
H 0.004 -0.009 0.025
H -0.014 -0.017 0.002
H 0.025 -0.018 -0.037
H -0.007 -0.004 -0.027
H 0.008 -0.011 0.025
H 0.019 0.033 -0.019
H -0.002 -0.058 0.019
H 0.004 0.017 0.024
H 0.010 -0.013 0.010
H -0.019 -0.048 -0.036
H 0.002 0.007 -0.027
H -0.019 0.034 -0.015
H 0.048 -0.030 0.002
H 0.020 -0.002 -0.004
H 0.013 0.006 0.025
H -0.040 0.096 0.050
H -0.013 -0.024 -0.072
H 0.009 0.042 0.002
H -0.022 -0.055 -0.006
H 0.003 -0.016 -0.020
H 0.003 -0.018 0.031
H 0.037 0.015 0.016
H 0.005 0.005 0.094
H -0.012 0.054 -0.021
H -0.019 -0.036 0.057
H 0.003 0.005 -0.048

**Multiplicity**: 6
**<S²>**: 8.7720
**Net charge**: 0
**Electronic energy**: -2456.2183 a.u.
**Energy above the lowest of the compared OMol25 structures with the same formula, charge and spin**: 16.0 kJ/mol



C28H50MoN5O2PS as an isolated structure in a non-equilibrium geometry, computed with the ωB97M-V functional and the def2-TZVPD basis.

Each line ends with the Mulliken charge.
Geometry (Å):
Mo (-0.73269, -0.87343, 0.10119)  1.507
C (1.00301, 4.32812, 4.24561)  -1.481
C (0.96732, 2.90226, 4.94148)  2.187
C (2.38120, 2.52559, 5.44082)  -1.695
C (-0.15370, 2.82167, 5.95528)  -2.004
C (0.57768, 2.03476, 3.72880)  0.011
C (-0.80185, 1.70040, 3.52561)  -0.717
C (-1.21388, 0.96517, 2.37514)  -0.501
N (-0.28376, 0.56413, 1.45673)  -0.078
C (1.05697, 0.81063, 1.69728)  0.004
C (1.52537, 1.47631, 2.77431)  0.012
C (1.90831, 0.35974, 0.60496)  0.232
C (3.21592, 0.70699, 0.47569)  0.013
C (3.88159, 0.39282, -0.73430)  0.283
C (3.20099, -0.45588, -1.68245)  -1.130
C (1.96651, -0.96871, -1.34076)  -0.671
N (1.28398, -0.47845, -0.24908)  -0.092
C (5.22647, 0.94356, -1.19175)  1.710
C (6.21395, -0.05440, -1.66245)  -1.477
C (5.04298, 1.84812, -2.53600)  -1.387
C (5.80893, 1.67976, 0.07499)  -1.807
H (0.93127, 5.04494, 5.10368)  0.405
H (0.06359, 4.48738, 3.73458)  0.445
H (1.86565, 4.49108, 3.61299)  0.395
H (3.23194, 2.73732, 4.80236)  0.379
H (2.48593, 1.51360, 5.71718)  0.503
H (2.66751, 3.15131, 6.31875)  0.399
H (0.13903, 3.29885, 6.89164)  0.405
H (-0.31781, 1.77307, 6.13391)  0.570
H (-1.05021, 3.38400, 5.83501)  0.453
H (-1.48245, 2.15048, 4.26472)  0.467
H (-2.25851, 0.67504, 2.28509)  0.576
H (2.61030, 1.61849, 2.70830)  0.211
H (3.69954, 1.25146, 1.25231)  0.541
H (3.65042, -0.77886, -2.60938)  0.518
H (1.46313, -1.79823, -1.83877)  0.528
H (5.95128, -0.63622, -2.54520)  0.363
H (6.45728, -0.80648, -0.92491)  0.424
H (7.15025, 0.48588, -2.01210)  0.426
H (4.76083, 1.30496, -3.41207)  0.384
H (6.01215, 2.29582, -2.57121)  0.477
H (4.28575, 2.63900, -2.48007)  0.354
H (5.85762, 0.97871, 0.91757)  0.468
H (5.27263, 2.51437, 0.45203)  0.412
H (6.83102, 2.00984, -0.29080)  0.407
C (-1.71182, -2.14817, -3.32005)  -1.059
N (-1.96422, -0.75315, -3.79217)  0.329
C (-1.46384, -0.25302, -5.16261)  -0.908
P (-2.64823, 0.14321, -2.59896)  -0.292
O (-1.65034, -0.14480, -1.28379)  -0.338
N (-4.10346, -0.33120, -2.22861)  0.126
C (-4.92501, -1.03668, -3.29543)  -0.892
C (-4.81093, 0.04020, -0.96053)  -1.062
N (-2.64290, 1.71450, -2.76125)  0.452
C (-1.45245, 2.47914, -3.11496)  -1.291
C (-3.86891, 2.53239, -2.93205)  -0.906
H (-2.45928, -2.57871, -2.69871)  0.386
H (-0.74815, -2.32360, -2.87690)  0.056
H (-1.73151, -2.81776, -4.18045)  0.475
H (-0.36619, -0.44319, -5.22139)  0.310
H (-1.67436, 0.77813, -5.11519)  0.364
H (-2.05314, -0.72911, -5.89532)  0.340
H (-4.49576, -0.84166, -4.29409)  0.336
H (-5.93063, -0.67080, -3.17568)  0.399
H (-4.91545, -2.08780, -3.17900)  0.343
H (-5.02671, -0.77853, -0.23535)  0.274
H (-5.74416, 0.51359, -1.25091)  0.470
H (-4.17713, 0.80562, -0.47924)  0.400
H (-0.55700, 1.90966, -2.98176)  0.440
H (-1.53535, 3.46023, -2.47550)  0.309
H (-1.51752, 2.84621, -4.12911)  0.415
H (-3.86263, 3.48068, -2.44698)  0.353
H (-4.74273, 1.96607, -2.61454)  0.262
H (-4.01785, 2.73149, -4.03323)  0.361
O (-1.01004, -2.57631, 1.01220)  -0.797
S (-0.71813, -4.22825, 0.83656)  0.296
C (-0.95558, -4.95297, 2.43563)  -0.450
C (-2.11186, -6.09276, 2.34874)  -0.693
C (-2.29470, -6.32238, 0.84021)  -0.706
C (-2.31250, -4.95123, 0.12290)  -0.675
H (-1.26396, -4.15574, 3.16926)  0.323
H (0.00112, -5.37532, 2.76620)  0.430
H (-3.03658, -5.75159, 2.73517)  0.334
H (-1.91124, -7.04402, 2.75452)  0.393
H (-3.25918, -6.78641, 0.47953)  0.389
H (-1.48722, -6.98079, 0.39958)  0.390
H (-3.10555, -4.32965, 0.43240)  0.432
H (-2.09032, -4.93051, -0.94583)  0.450

Forces on the atoms, in the same order (eV/Å):
Mo 1.527 -0.212 0.816
C -0.732 0.052 1.978
C 0.489 0.247 -2.640
C 0.062 1.706 1.008
C 1.391 0.124 1.506
C 0.381 -0.961 -0.046
C 0.475 -0.045 -1.515
C 1.244 1.250 2.277
N -0.497 -0.543 0.917
C -0.991 0.143 -0.482
C -0.691 1.020 0.552
C -0.218 -0.552 0.236
C 0.635 -0.354 -1.537
C -0.190 -0.603 -2.030
C -0.702 -0.134 1.454
C -0.034 0.436 0.456
N -0.250 -0.756 -0.673
C -1.644 1.719 0.830
C 1.962 -1.101 -0.828
C -1.043 0.473 2.489
C 1.809 -0.587 -2.094
H 0.609 -0.327 -0.793
H -0.140 0.090 -0.529
H 0.090 0.091 -0.007
H -0.296 0.162 -0.861
H -0.179 -1.302 0.541
H -0.628 -0.502 -0.341
H 0.632 -0.377 0.157
H -0.530 -0.330 0.526
H -0.881 0.189 -1.152
H -0.069 -0.754 -0.756
H 0.163 0.048 -0.388
H -0.616 0.305 1.075
H 0.320 0.395 0.105
H 0.256 0.039 0.078
H 0.204 0.405 -0.335
H -0.506 0.164 -0.141
H 0.387 0.012 0.446
H -0.993 -0.664 0.791
H 0.380 -0.816 -0.428
H 0.527 0.419 -0.705
H 0.210 0.032 0.490
H 0.558 -0.086 -0.345
H -0.614 1.042 -0.188
H -1.043 -0.253 1.163
C 0.231 0.051 -2.228
N -0.036 -0.151 1.314
C 0.814 -1.059 2.759
P 1.060 -0.222 -0.854
O -0.834 -0.091 -0.458
N -1.588 -1.765 0.358
C 0.928 1.152 0.052
C 0.803 0.268 -0.152
N 0.027 1.212 -0.445
C -0.821 2.580 1.370
C -0.972 -1.210 -2.137
H -0.970 0.229 0.776
H 0.772 0.358 0.370
H 0.065 0.139 -0.247
H -0.980 0.110 -0.214
H -0.032 1.248 -0.467
H -0.342 -0.576 -1.035
H -0.521 0.230 0.502
H -0.343 0.156 -0.346
H -0.024 -1.142 0.463
H 0.326 0.265 -0.862
H -0.157 0.011 0.184
H -0.449 -0.263 0.073
H 0.639 -0.101 0.289
H 0.844 -1.911 -0.962
H 0.013 -0.127 -0.462
H 0.543 0.530 0.716
H 0.114 0.194 0.043
H 0.217 -0.120 1.051
O -0.141 -0.755 -0.430
S -0.925 1.007 -0.635
C -1.251 -0.804 2.170
C 0.776 1.492 -2.535
C -0.330 -0.438 -1.995
C 2.652 -0.703 0.294
H 0.417 -0.606 -0.777
H -0.147 0.188 -0.181
H -0.713 0.637 0.711
H 0.885 -0.753 1.044
H 0.846 0.154 0.919
H -0.717 0.719 0.533
H -0.981 0.837 0.301
H -0.521 -0.275 0.053

**Multiplicity**: 3
**<S²>**: 2.0109
**Net charge**: +4
**Electronic energy**: -2327.4531 a.u.
**Energy above the lowest of the compared OMol25 structures with the same formula, charge and spin**: 126.6 kJ/mol



What is the formula in the second record?
C28H50MoN5O2PS



The lowest <S²> belongs to which entry?
C28H50MoN5O2PS



What is the electronic energy in the second record?
-2327.4531 a.u.



energy above the lowest of the compared OMol25 structures with the same formula, charge and spin of number 1 (C28H50FN7O2PRuSi)?
16.0 kJ/mol